51
Properties=species:S:1:pos:R:3 method="wB97M-V/def2-TZVPD" e_homo_ha=-0.3048 total_charge=0 lumo_ev=0.21 de_lowest_kcal_mol=57.08 gap_ha=0.312
O -3.147 0.976 0.500
O -0.802 0.465 1.981
O -1.662 3.185 2.899
O -0.996 -2.672 -4.349
N -3.330 1.675 3.096
N -0.547 -4.048 -2.647
N -0.139 -4.478 -1.419
C 3.628 3.422 0.881
C -0.328 -3.813 -0.352
C -2.928 -1.117 -0.504
C 3.794 2.100 1.256
C -1.056 -2.565 -0.120
C 3.150 1.094 0.560
C 1.609 0.320 -1.237
C -0.507 -2.816 -3.246
C 0.344 0.541 -1.782
C 0.376 0.240 2.714
C 1.499 -1.963 -2.018
C -0.332 -0.467 -2.438
C 2.319 1.390 -0.520
C 0.224 -1.739 -2.528
C 2.182 -0.943 -1.388
C 2.819 3.729 -0.200
C -2.268 -2.303 -0.751
C 2.170 2.725 -0.893
C -2.523 2.185 0.885
C -2.406 -0.166 0.365
C -2.429 2.395 2.401
C -0.563 -1.649 0.809
C -1.217 -0.454 1.063
H 3.288 0.066 0.867
H 2.693 4.758 -0.505
H -0.782 -4.818 -3.264
H 0.480 1.118 3.349
H -0.121 1.510 -1.683
H 4.426 1.850 2.096
H 1.560 2.977 -1.747
H -3.905 0.999 2.623
H 3.183 -1.124 -1.025
H -3.862 -0.892 -0.994
H 1.961 -2.933 -2.126
H -2.697 -3.021 -1.432
H 0.130 -4.271 0.519
H 4.129 4.208 1.426
H -1.525 2.290 0.452
H -3.328 1.713 4.100
H 0.297 -0.658 3.334
H -1.304 -0.288 -2.869
H 1.247 0.166 2.057
H -3.163 2.979 0.482
H 0.358 -1.878 1.320


17
Properties=species:S:1:pos:R:3 method="wB97M-V/def2-TZVPD" e_homo_ha="-0.2926 / -0.2921" total_charge=0 lumo_ev="0.45 / 0.45" de_lowest_kcal_mol=155.43 gap_ha="0.309 / 0.309"
O 0.812 -1.478 -1.551
O -0.391 -1.894 -1.625
N 1.162 -0.729 0.059
N -1.021 0.320 0.151
C 0.384 0.532 0.218
C 0.831 1.501 -0.868
C -1.616 -0.421 1.246
H 0.895 -1.468 0.699
H 1.890 1.735 -0.766
H -1.275 -0.110 -0.734
H 0.250 2.418 -0.789
H -2.696 -0.328 1.165
H -1.300 0.024 2.189
H 0.624 0.941 1.214
H 2.162 -0.607 -0.021
H -1.371 -1.489 1.255
H 0.657 1.052 -1.844


12
Properties=species:S:1:pos:R:3 method="wB97M-V/def2-TZVPD" e_homo_ha=-0.3333 total_charge=0 lumo_ev=1.12 de_lowest_kcal_mol=87.28 gap_ha=0.374
O 3.192 0.458 0.234
O -0.421 0.763 0.798
C -1.556 -0.008 0.288
C -0.013 0.846 -0.519
C -0.955 0.099 -1.091
C 2.496 0.196 1.089
H 0.976 -1.718 0.676
H 0.848 1.441 -0.800
H -2.471 0.577 0.400
H 0.567 -2.148 0.238
H -1.242 -0.160 -2.097
H -1.637 -0.975 0.794


14
Properties=species:S:1:pos:R:3 method="wB97M-V/def2-TZVPD" e_homo_ha=-0.3337 total_charge=0 lumo_ev=0.45 de_lowest_kcal_mol=45.60 gap_ha=0.350
I -0.574 1.940 1.928
P 0.850 -1.613 -1.197
C -1.440 3.162 -0.752
C -0.819 2.064 -0.262
C 1.214 -1.663 1.431
C 0.362 -1.998 0.463
H 1.893 -2.589 -1.453
H 0.019 -2.537 -1.886
H -2.028 3.902 -0.241
H -1.335 3.308 -1.844
H -0.647 -2.367 0.766
H -0.459 1.224 -0.749
H 0.800 -1.635 2.535
H 2.165 -1.199 1.262


57
Properties=species:S:1:pos:R:3 method="wB97M-V/def2-TZVPD" e_homo_ha=-0.2147 total_charge=-1 lumo_ev=2.13 de_lowest_kcal_mol=0.00 gap_ha=0.293
I 1.634 1.011 -4.813
P -0.513 -1.870 -1.722
O 0.526 0.626 3.923
O -0.020 -2.700 -0.522
O -1.535 -4.522 2.407
O 1.427 -4.425 -0.938
O -0.131 2.456 4.936
O 1.298 4.163 -4.339
O 2.205 -2.467 -0.185
O -0.996 1.217 -3.507
O -2.096 -2.089 -1.734
O 2.327 4.872 -2.542
O 0.095 -2.161 -3.035
O -0.319 -0.346 -1.266
O -2.416 -2.846 3.467
C 0.241 -0.701 3.427
C -0.438 1.418 4.404
C 0.661 0.404 -1.962
C 0.129 0.895 -3.297
C 1.415 -3.283 -0.555
C -3.999 -4.314 2.459
C -0.225 -0.712 1.991
C 2.112 4.908 -3.877
C -2.613 -3.854 2.843
C 3.015 7.023 -1.605
C -1.891 1.030 4.213
C 2.852 5.918 -4.728
C 3.387 5.585 -1.906
C -1.585 -5.762 1.699
C -1.775 -5.546 0.213
H 0.855 1.288 -1.351
H 2.212 6.790 -4.860
H 1.575 -0.170 -2.100
H 0.522 -0.244 1.351
H 2.114 7.053 -0.993
H 3.808 6.239 -4.322
H 3.029 5.464 -5.700
H -0.982 -4.903 -0.174
H -2.064 -0.037 4.106
H -2.340 -6.424 2.132
H -0.375 -1.732 1.648
H -4.076 -5.379 2.253
H -2.729 -5.062 -0.004
H -1.158 -0.162 1.858
H -4.673 -4.072 3.277
H 1.184 -1.238 3.508
H -4.307 -3.758 1.574
H -1.744 -6.500 -0.314
H 2.815 7.586 -2.516
H 3.823 7.518 -1.065
H 3.563 5.044 -0.978
H -2.263 1.538 3.324
H -0.615 -6.221 1.884
H -2.337 -2.241 -2.655
H -0.468 -1.205 4.082
H -2.446 1.386 5.078
H 4.305 5.513 -2.492


84
Properties=species:S:1:pos:R:3 method="wB97M-V/def2-TZVPD" e_homo_ha="-0.3370 / -0.3582" multiplicity=6 total_charge=+1 lumo_ev="-2.99 / -2.99" de_lowest_kcal_mol=0.00 gap_ha="0.227 / 0.248"
Mn -0.581 0.396 -0.677
S 0.069 -3.961 -1.769
Si -0.013 3.071 1.533
Si 0.461 3.105 -1.726
O 0.787 -0.451 0.677
N -4.222 -3.903 0.358
N -2.421 -1.684 0.076
N 2.725 -3.267 1.106
N -2.511 1.557 -0.772
N -0.250 -1.186 -2.032
N 2.547 -1.949 0.718
C 0.693 -2.644 1.733
C -3.229 -2.148 -1.044
C 1.989 2.078 -2.099
C 4.974 0.478 -0.628
C 4.036 -0.106 0.210
C 4.064 -3.807 1.305
C -1.890 2.703 -0.434
C -2.641 3.891 -0.379
C 1.278 -1.554 1.029
C -3.983 3.877 -0.675
C -3.382 -3.443 1.525
C 4.781 -1.365 -2.162
C -3.540 -3.632 -0.968
C -4.597 2.678 -1.043
C 1.522 -5.006 2.381
C -1.402 2.486 2.671
C 0.166 4.927 1.781
C -0.432 2.568 -0.195
C 1.608 -3.658 1.757
C 5.350 -0.150 -1.806
C -3.813 1.549 -1.082
C -0.096 -2.344 -1.935
C -0.672 2.833 -3.208
C 3.484 -1.323 -0.155
C -3.065 -1.963 1.347
C 3.838 -1.959 -1.337
C 1.012 4.897 -1.766
C 1.573 2.327 2.209
H -4.166 -1.581 -1.047
H -0.774 5.466 1.642
H -5.117 -3.412 0.381
H -2.139 4.814 -0.121
H 5.060 -1.851 -3.087
H -4.231 0.594 -1.374
H 4.288 -4.569 0.561
H 4.788 -3.003 1.211
H -2.426 -1.639 2.168
H -0.963 1.786 -3.342
H 1.708 1.288 1.918
H 2.462 2.898 1.925
H 2.856 2.372 -1.506
H 6.088 0.308 -2.451
H 2.237 2.243 -3.151
H 1.502 2.372 3.300
H -0.315 -2.672 2.107
H 0.890 5.346 1.081
H -0.129 3.119 -4.113
H 4.142 -4.228 2.306
H 5.416 1.426 -0.352
H 1.674 5.127 -0.930
H -3.984 -1.371 1.415
H -2.718 -1.939 -1.983
H 3.736 0.365 1.136
H 0.520 5.149 2.792
H 1.552 5.127 -2.687
H -2.315 3.079 2.581
H -1.520 -2.161 0.043
H 3.368 -2.895 -1.610
H -4.211 -3.975 -1.753
H -2.625 -4.224 -0.974
H -2.478 -4.052 1.493
H -5.645 2.629 -1.298
H -4.433 -4.896 0.446
H 1.820 -5.783 1.678
H 0.156 5.573 -1.701
H -3.939 -3.658 2.435
H -4.558 4.794 -0.641
H 2.165 -5.077 3.259
H 0.499 -5.197 2.696
H -1.074 2.533 3.711
H -1.667 1.445 2.451
H 1.876 0.996 -1.969
H -1.593 3.419 -3.170


16
Properties=species:S:1:pos:R:3 method="wB97M-V/def2-TZVPD" e_homo_ha="-0.1230 / -0.1008" multiplicity=2 total_charge=-1 lumo_ev="3.98 / 2.12" de_lowest_kcal_mol=68.36 gap_ha="0.269 / 0.179"
O -2.945 -0.271 -0.512
O 0.936 -0.421 -1.655
N -1.679 0.209 1.728
N 2.724 0.298 -0.303
C -1.614 -0.229 -0.705
C -0.832 0.052 0.605
C 0.493 0.177 0.635
C 1.408 -0.413 -0.374
H -2.613 -0.064 1.427
H 2.515 1.269 -0.518
H -1.324 -1.258 -1.074
H -1.227 0.478 -1.473
H -1.718 1.181 2.015
H 1.633 -1.504 -0.217
H 3.235 -0.073 -1.098
H 1.007 0.568 1.518


98
Properties=species:S:1:pos:R:3 method="wB97M-V/def2-TZVPD" e_homo_ha="-0.1766 / -0.1769" multiplicity=2 total_charge=-1 lumo_ev="1.95 / 1.86" de_lowest_kcal_mol=0.00 gap_ha="0.248 / 0.245"
Te 0.690 3.331 -2.118
Cr 0.072 0.414 1.127
S -3.794 -1.827 0.805
S 2.618 1.576 2.952
S 1.294 3.822 4.022
P -0.980 2.916 -0.548
F 4.756 0.841 1.652
F 1.693 4.644 1.546
F 1.159 6.203 2.954
F 5.147 2.246 3.248
F 3.159 5.369 2.966
F 4.246 2.933 1.403
O 3.355 -0.221 -0.870
O 1.181 0.106 -0.408
O -2.244 2.338 -1.357
O 2.755 0.278 3.577
O 1.783 1.586 1.763
O 1.397 4.495 5.279
O -0.830 1.997 0.681
O 0.029 3.376 3.536
O -1.524 4.236 0.177
O 1.282 -1.242 1.710
N -1.511 -0.708 0.461
N 2.428 2.703 3.984
C -0.467 0.200 4.253
C 4.493 -2.587 0.376
C -2.985 -2.024 -3.162
C 4.300 1.926 2.268
C 1.628 -2.977 -1.468
C 0.356 -0.521 -4.314
C 2.327 -0.486 -0.290
C -3.463 2.030 -0.671
C 1.866 5.078 2.790
C -0.854 -0.014 2.931
C -3.693 -2.241 -2.001
C -1.746 -1.355 -3.180
C -1.881 -0.083 -5.307
C -2.388 -1.001 1.383
C -1.536 5.534 -0.421
C -3.148 -1.772 -0.809
C -2.538 -0.722 5.106
C 0.265 -3.407 0.458
C 5.731 -3.533 2.211
C -4.473 1.608 -1.711
C 2.147 -1.711 0.655
C -2.633 5.666 -1.455
C 3.493 -2.722 2.549
C -2.096 -0.650 2.762
C 5.643 -3.176 0.872
C -1.293 -0.142 5.319
C -0.498 -4.295 -0.287
C -1.209 -0.906 -1.988
C 0.872 -3.875 -2.205
C -2.946 -0.990 3.812
C -0.200 -4.531 -1.621
C -0.928 -2.407 -5.302
C -1.046 -1.097 -4.512
C 4.649 -3.309 3.045
C 1.330 -2.735 -0.132
C 3.408 -2.340 1.215
C -1.915 -1.120 -0.805
H -0.806 -5.214 -2.204
H 6.637 -3.981 2.598
H -3.406 -2.378 -4.095
H -2.709 6.704 -1.784
H -2.897 -0.447 -5.478
H 2.438 -2.438 -1.943
H 4.445 -2.292 -0.661
H -4.134 0.712 -2.232
H 2.659 -2.576 3.222
H -0.962 0.056 6.331
H 4.698 -3.587 4.090
H 6.481 -3.347 0.208
H -5.435 1.394 -1.241
H -1.902 -2.793 -5.607
H -2.418 5.043 -2.324
H -1.941 0.863 -4.766
H -4.615 2.400 -2.448
H -3.595 5.367 -1.036
H -3.279 1.232 0.052
H -1.336 -4.798 0.181
H -0.554 5.724 -0.864
H 0.482 0.662 4.487
H 1.803 -0.897 2.469
H -3.178 -0.968 5.944
H -0.268 -0.381 -1.938
H -0.432 -3.173 -4.704
H -3.905 -1.463 3.627
H 0.988 -1.196 -3.732
H -0.339 -2.244 -6.207
H -4.645 -2.755 -2.020
H -1.686 6.221 0.412
H -3.798 2.909 -0.113
H 0.825 -0.374 -5.290
H -1.420 0.107 -6.279
H 0.339 0.444 -3.806
H 0.015 -3.213 1.492
H 1.114 -4.046 -3.247


29
Properties=species:S:1:pos:R:3 method="wB97M-V/def2-TZVPD" e_homo_ha=0.1546 total_charge=-3 lumo_ev=5.44 gap_ha=0.045
Cl 2.863 -2.847 -2.605
P -5.019 0.675 -0.421
F 3.288 1.918 2.131
O -5.092 1.226 1.031
O -3.557 0.725 -0.944
O -5.536 -0.793 -0.400
O 1.274 -1.424 -1.130
O -5.956 1.509 -1.339
O 1.437 -0.785 -3.351
N -1.005 0.820 0.778
C 2.082 -0.043 1.529
C 0.727 -0.744 1.609
C 2.069 -1.256 -2.227
C 0.377 -0.311 -0.873
C 2.000 1.418 1.835
C -0.255 -0.412 0.501
H -1.801 0.815 0.115
H -0.407 1.598 0.503
H -1.008 -1.188 0.427
H 2.613 -0.226 0.604
H 0.895 0.637 -1.035
H 1.656 1.978 0.973
H 0.261 -0.426 2.538
H 2.709 -0.465 2.315
H 1.386 1.607 2.705
H 0.898 -1.809 1.704
H 0.614 -1.284 -3.494
H 2.890 -0.574 -2.028
H -0.434 -0.336 -1.588


26
Properties=species:S:1:pos:R:3 method="wB97M-V/def2-TZVPD" e_homo_ha=-0.5881 total_charge=+2 lumo_ev=-10.43 de_lowest_kcal_mol=0.00 gap_ha=0.205
Ir -1.683 0.094 0.859
O 3.009 -0.663 -3.837
N 0.049 -0.445 -0.155
N 1.302 0.795 -4.106
C 1.888 -1.964 -0.134
C -1.784 1.994 2.092
C 0.419 -0.024 -1.386
C 1.519 -0.536 -2.035
C 2.011 -0.130 -3.422
C -1.377 0.025 3.160
C -0.792 1.234 2.751
C -2.746 0.008 2.702
C -3.001 1.230 2.067
C 2.263 -1.522 -1.394
C 0.782 -1.405 0.460
H 0.469 1.243 -3.779
H 0.223 1.552 2.952
H -1.662 2.990 1.688
H 3.132 -1.920 -1.904
H -3.499 -0.730 2.937
H 2.448 -2.730 0.384
H -3.980 1.577 1.768
H 1.638 1.047 -5.023
H 0.467 -1.713 1.447
H -0.196 0.753 -1.822
H -0.899 -0.760 3.733


Quick rundown of calculated total energy, same order as above: -36851.5099; -10342.7476; -8336.6765; -21664.0988; -60005.8353; -98662.8107; -11350.0475; -156246.0339; -44731.5293; -19433.1101 eV